Record 1
Here is a structure of composition C17H32BrCl2F2KN3NaO5 at a distorted geometry from the Open Molecules 2025 dataset. Energies are from ωB97M-V/def2-TZVPD.

As for the multiplicity: 1. The value obtained for the HOMO-LUMO gap is 1.714 eV.

Each line ends with the Mulliken charge.
Atoms and positions in Å:
C 0.009 -2.607 -0.636  -0.78
C 0.252 -0.972 -0.583  1.21
O 0.538 -0.384 -1.934  -0.34
C -0.861 -0.143 0.278  -0.05
C -2.413 -0.285 -0.201  0.30
C -2.660 -0.569 -1.792  -1.08
O -4.019 -1.172 -1.985  -0.56
C -3.840 -2.581 -1.538  -0.38
C -3.431 -2.615 0.050  -0.57
N -3.220 -1.259 0.683  -0.03
H -0.926 -2.938 -1.254  0.09
H 0.990 -3.109 -1.087  0.34
H -0.125 -3.051 0.454  0.14
H 1.284 -0.840 0.005  -0.44
H 0.006 0.479 -1.985  -0.21
H -0.583 1.012 0.398  0.03
H -0.811 -0.573 1.391  -0.32
H -2.918 0.776 0.017  0.26
H -2.640 0.441 -2.384  0.41
H -1.912 -1.305 -2.303  0.45
H -4.856 -3.195 -1.665  0.31
H -3.033 -3.170 -2.151  0.24
H -4.361 -3.104 0.616  0.56
H -2.516 -3.319 0.306  0.21
H -2.852 -1.295 1.674  0.40
H -4.186 -0.820 0.769  0.48
Cl 3.369 -1.445 1.786  -0.17
C 2.779 -2.078 3.342  -0.45
C 1.589 -3.010 3.170  -0.66
Cl 0.130 -2.144 2.628  0.01
H 2.533 -1.226 3.984  0.30
H 3.612 -2.619 3.800  0.36
H 1.342 -3.478 4.127  0.37
H 1.801 -3.804 2.447  0.32
F -2.956 -3.376 2.190  -0.57
F -3.556 -4.867 1.401  -0.51
C 0.636 4.309 4.470  -1.46
C -0.069 4.084 3.148  0.55
C -1.262 4.968 2.944  -0.56
O -2.050 4.208 2.046  -0.29
C -1.740 2.896 2.279  0.55
O -2.360 1.949 1.827  -0.54
O -0.643 2.789 3.089  -0.30
H 1.466 3.604 4.582  0.35
H 1.032 5.327 4.538  0.39
H -0.038 4.135 5.315  0.36
H 0.645 4.174 2.320  0.24
H -0.996 5.934 2.506  0.32
H -1.844 5.136 3.857  0.32
K -2.356 0.449 -3.862  0.59
C 3.516 -0.386 -1.822  0.31
C 4.744 -0.453 -2.715  -0.04
N 5.763 -0.509 -3.456  -0.38
H 3.771 -0.713 -0.811  -0.08
H 3.141 0.641 -1.780  -0.02
H 2.730 -1.035 -2.219  0.17
C 3.171 1.431 -5.368  -0.66
C 1.949 2.330 -5.464  0.38
N 0.935 3.075 -5.545  -0.54
H 3.775 1.716 -4.502  0.24
H 2.859 0.389 -5.258  0.28
H 3.777 1.527 -6.273  0.36
Na 0.944 1.928 -2.702  0.54
Br 6.944 0.743 -5.164  -0.78

Atoms 1-2, force components in eV/Å:
C 0.528 -0.095 -0.133
C 1.121 -0.605 1.951

Record 2
Here is a structure of composition C17H32Cl2MnO2P2 at a distorted geometry from the Open Molecules 2025 dataset. Energies are from ωB97M-V/def2-TZVPD.

Its expectation value of S² is 8.8311. As for the multiplicity: 6. The value obtained for the HOMO-LUMO gap (alpha / beta) is 5.716 / 7.385 eV.

Each line ends with the Löwdin spin population.
Atoms and positions in Å:
P 2.053 1.893 -1.921  0.00
P 0.718 -0.668 -3.055  0.00
C 2.693 1.274 -3.590  0.00
C 1.649 0.417 -4.293  0.00
H 3.618 0.705 -3.395  0.00
H 2.935 2.161 -4.197  0.00
H 0.898 1.039 -4.810  0.00
H 2.129 -0.254 -5.022  0.00
C 1.793 -2.143 -3.307  0.00
H 1.303 -3.015 -2.858  0.00
H 2.770 -1.994 -2.832  0.00
H 1.924 -2.302 -4.386  0.00
C -0.610 -1.133 -4.225  0.00
H -0.163 -1.490 -5.162  0.00
H -1.245 -0.260 -4.421  0.00
H -1.215 -1.925 -3.770  0.00
C 3.687 2.464 -1.326  0.00
H 3.539 3.040 -0.406  0.00
H 4.157 3.093 -2.095  0.00
H 4.321 1.595 -1.112  0.00
C 1.459 3.507 -2.580  0.00
H 0.547 3.368 -3.173  0.00
H 2.249 3.942 -3.207  0.00
H 1.243 4.172 -1.737  0.00
Mn -1.346 -0.418 3.025  4.28
C -1.881 -1.050 0.950  0.13
C -0.751 -1.770 1.389  0.01
C 0.674 -1.455 0.987  0.01
C 1.434 -0.528 1.954  0.05
C 0.589 0.488 2.661  0.23
C -0.450 1.246 2.074  0.00
C -0.770 1.241 0.599  0.00
C -1.871 0.246 0.189  0.03
C -1.334 0.561 4.765  0.03
H -2.838 -1.583 0.929  0.01
H -0.916 -2.796 1.745  0.00
H 0.714 -1.059 -0.043  0.00
H 1.225 -2.410 0.940  0.00
H 1.917 -1.153 2.723  0.00
H 2.269 -0.065 1.403  0.02
H 0.996 0.826 3.620  0.01
H -0.855 2.097 2.637  0.01
H 0.138 1.069 -0.004  0.00
H -1.117 2.246 0.314  0.00
H -2.858 0.713 0.361  0.00
H -1.826 0.086 -0.903  0.01
H -2.382 0.652 5.093  0.02
H -0.828 1.531 4.690  0.01
H -0.795 -0.131 5.430  0.00
Cl -4.511 -4.136 3.415  0.00
C -4.654 -2.678 4.423  0.00
Cl -4.212 -2.934 6.125  0.00
C -3.740 -1.580 3.809  0.01
O -4.302 -0.542 3.403  0.03
O -2.481 -1.867 3.787  0.07
H -5.691 -2.331 4.388  0.00

Atoms 1-2, force components in eV/Å:
P 0.758 0.232 -0.766
P 0.233 0.020 -0.970

Record 3
Here is a structure of composition C17H32N10O2SeTi from the Open Molecules 2025 dataset. Energies are from ωB97M-V/def2-TZVPD.

Its expectation value of S² is 2.0357. Its net charge is +2. As for the multiplicity: 3. The value obtained for the HOMO-LUMO gap (alpha / beta) is 6.946 / 8.231 eV.

Each line ends with the Löwdin spin population.
Atoms and positions in Å:
Ti 0.490 0.772 -0.098  0.95
C -0.008 3.087 1.935  0.00
C 1.500 2.974 1.718  0.00
N 1.828 2.524 0.343  0.00
C 1.725 3.539 -0.728  0.00
C 0.282 3.696 -1.184  0.00
N -0.374 2.368 -1.342  0.00
C -1.811 2.372 -0.963  0.00
C -1.991 2.311 0.580  0.00
N -0.736 1.953 1.302  0.01
H -0.222 3.125 3.003  0.00
H -0.393 4.014 1.517  0.00
H 1.975 3.934 1.940  0.00
H 1.914 2.230 2.400  0.00
H 2.771 2.154 0.362  0.00
H 2.126 4.504 -0.406  0.00
H 2.340 3.182 -1.555  0.00
H -0.300 4.263 -0.461  0.00
H 0.233 4.253 -2.121  0.00
H -0.299 2.079 -2.312  0.00
H -2.305 3.267 -1.346  0.00
H -2.269 1.502 -1.430  0.00
H -2.359 3.264 0.961  0.00
H -2.742 1.559 0.808  0.00
H -0.949 1.247 2.000  0.00
N -0.359 -1.622 2.405  0.01
C -0.446 -2.518 1.262  0.00
C -1.516 -3.608 1.405  0.00
C -1.179 -4.669 2.451  0.00
C -0.076 -5.620 1.962  0.00
N 1.317 -5.169 2.139  0.00
C 2.049 -5.388 3.222  0.00
N 1.494 -5.873 4.333  0.00
N 3.352 -5.092 3.212  0.00
C -0.623 -1.829 -0.085  0.00
O -0.474 -2.453 -1.101  0.00
O -0.889 -0.507 -0.079  -0.01
H 0.419 -1.861 3.006  0.00
H -1.199 -1.646 2.970  0.00
H 0.527 -2.990 1.108  0.00
H -1.638 -4.121 0.449  0.00
H -2.470 -3.114 1.613  0.00
H -2.062 -5.287 2.625  0.00
H -0.923 -4.228 3.419  0.00
H -0.182 -5.789 0.890  0.00
H -0.162 -6.610 2.415  0.00
H 1.791 -4.764 1.343  0.00
H 0.516 -6.099 4.364  0.00
H 2.061 -6.161 5.112  0.00
H 3.820 -4.899 2.341  0.00
H 3.932 -5.288 4.010  0.00
Se 3.080 -1.562 1.716  0.21
N 3.358 -2.695 0.332  0.31
C 2.918 -2.080 -0.780  0.01
C 2.934 -2.568 -2.089  0.13
C 2.360 -1.795 -3.096  0.02
C 1.772 -0.582 -2.811  0.16
N 1.754 -0.049 -1.562  0.02
C 2.326 -0.784 -0.582  0.01
N 2.244 -0.307 0.674  0.14
H 3.376 -3.531 -2.304  0.00
H 2.349 -2.149 -4.116  0.00
H 1.300 0.003 -3.589  0.01

Atoms 1-2, force components in eV/Å:
Ti 0.076 0.150 0.083
C -0.131 -0.056 -0.032

Record 4
Here is the molecule C17H32N2O3S from the Open Molecules 2025 dataset. Energies are from ωB97M-V/def2-TZVPD.

Its SMILES is CN(C)CC(C)(C)CNS(=O)(=O)C[C@]12CC[C@H](CC1=O)C2(C)C. As for the multiplicity: 1. The value obtained for the HOMO-LUMO gap is 9.675 eV.

Each line ends with the Mulliken charge.
Atoms and positions in Å:
C 2.076 2.515 2.941  -1.13
N 1.161 3.015 1.936  0.28
C 0.182 3.897 2.546  -1.14
C 1.839 3.659 0.815  -1.59
C 2.332 2.692 -0.293  2.24
C 3.810 2.330 -0.117  -1.81
C 2.159 3.388 -1.647  -2.05
C 1.493 1.402 -0.297  -1.55
N 0.084 1.699 -0.376  0.00
S -0.932 0.575 -1.030  1.11
O -2.228 1.184 -1.088  -0.71
O -0.334 0.119 -2.252  -0.63
C -0.949 -0.781 0.192  -1.46
C -1.760 -1.996 -0.196  1.30
C -2.913 -1.750 -1.199  -0.99
C -3.297 -3.164 -1.671  -1.34
C -2.355 -4.066 -0.863  0.22
C -2.860 -4.019 0.579  -1.03
C -2.484 -2.615 0.999  0.24
O -2.715 -2.079 2.049  -0.62
C -1.052 -3.236 -0.794  1.19
C -0.390 -3.010 -2.148  -1.84
C 0.001 -3.824 0.151  -1.92
H 2.745 1.780 2.502  0.29
H 1.505 2.028 3.731  0.35
H 2.684 3.315 3.393  0.32
H -0.544 4.214 1.799  0.36
H -0.344 3.352 3.329  0.34
H 0.637 4.793 2.995  0.38
H 2.687 4.272 1.162  0.31
H 1.115 4.334 0.355  0.52
H 4.423 3.227 -0.162  0.47
H 4.127 1.661 -0.914  0.41
H 3.996 1.836 0.832  0.33
H 1.101 3.510 -1.865  0.40
H 2.639 4.364 -1.641  0.46
H 2.601 2.790 -2.439  0.46
H 1.725 0.817 -1.189  0.94
H 1.729 0.807 0.595  0.30
H -0.270 2.132 0.464  0.28
H 0.093 -1.036 0.361  0.38
H -1.373 -0.334 1.090  0.51
H -3.738 -1.219 -0.725  0.52
H -2.552 -1.127 -2.014  0.44
H -3.147 -3.285 -2.742  0.35
H -4.341 -3.397 -1.460  0.38
H -2.248 -5.072 -1.265  0.54
H -2.372 -4.747 1.227  0.28
H -3.935 -4.175 0.670  0.43
H -1.090 -2.694 -2.911  0.43
H 0.367 -2.234 -2.072  0.25
H 0.086 -3.933 -2.477  0.47
H 0.946 -3.298 0.028  0.44
H 0.171 -4.872 -0.087  0.40
H -0.290 -3.747 1.195  0.47

Atoms 1-2, force components in eV/Å:
C -0.017 -0.118 -0.023
N -0.035 0.116 0.039

Relative energy (zero: lowest compared OMol25 entry of this formula, charge and spin) for the records above, in order: 176.4 0.0 0.0 29.5 kcal per mole
E for the records above, in order: -5663.1290 -3571.3846 -4615.5909 -1400.3816 hartree